# 1
Entry from the Open Molecules 2025 dataset: a molecular structure, C44H28F5N4ORuTe (ωB97M-V/def2-TZVPD).

Structure (XYZ):
```
84
Properties=species:S:1:pos:R:3:forces:R:3:mulliken_charge:R:1
Ru 0.0339 -0.2068 -0.1322 -0.1 0.6 0.4 0.4960
C -1.5655 -6.4108 4.1880 0.0 0.0 0.0 -0.3485
C -1.6273 -5.1321 4.7250 0.0 0.0 0.0 -0.7581
C -1.3335 -4.0285 3.9338 0.0 0.0 0.1 0.0956
C -0.9725 -4.1952 2.6008 0.0 0.1 0.0 -0.7658
C -0.8996 -5.4806 2.0709 0.0 0.0 0.0 0.1547
C -1.1967 -6.5843 2.8598 0.0 0.0 0.0 -0.7833
C -0.6686 -3.0095 1.7416 -0.1 -0.1 0.1 1.0745
C -1.7399 -2.3311 1.1603 -0.2 0.3 -0.2 0.4735
C -3.1372 -2.7030 1.3438 0.2 -0.2 0.2 -1.2864
C -3.8838 -1.8238 0.6687 0.0 0.2 -0.2 -1.3532
C -2.9756 -0.8672 0.0415 0.0 -0.4 0.3 0.3799
C -3.3627 0.1929 -0.6803 0.0 0.4 -0.3 0.7906
C -4.8204 0.3970 -0.9376 0.1 0.0 -0.1 -1.0019
C -5.5665 1.2534 -0.1353 0.0 0.1 0.1 0.1704
C -6.9207 1.4395 -0.3797 0.0 0.0 0.0 -0.8016
C -7.5383 0.7751 -1.4308 0.0 0.0 0.0 -0.3552
C -6.7965 -0.0733 -2.2422 0.0 0.0 0.0 -0.7866
C -5.4422 -0.2606 -1.9963 0.0 0.0 0.0 0.1098
C -2.4435 1.1718 -1.2517 -0.1 0.1 -0.1 0.4510
N -1.0874 1.0947 -1.2051 -0.2 0.1 -0.2 0.0771
C -0.6082 2.2135 -1.8689 -0.3 -0.1 -0.1 0.1261
C 0.7267 2.4981 -2.1288 0.1 0.0 -0.2 1.8260
C 1.0263 3.7535 -2.8813 0.1 -0.1 0.0 -1.1926
C 1.3337 3.7167 -4.2390 0.0 0.0 0.0 0.1833
C 1.6208 4.8902 -4.9249 0.0 0.0 0.1 -0.7913
C 1.6046 6.1072 -4.2549 0.0 0.0 0.0 -0.3751
C 1.2962 6.1470 -2.9020 0.0 0.0 0.0 -0.8883
C 1.0063 4.9746 -2.2155 0.0 0.1 0.1 0.1347
C 1.7951 1.6930 -1.7323 0.2 -0.2 0.4 0.4123
C 3.1926 1.9839 -2.0330 -0.2 0.2 -0.1 -1.2920
C 3.9424 1.0768 -1.3995 0.0 -0.2 0.1 -1.3565
C 3.0358 0.1884 -0.6734 0.0 0.3 -0.3 0.1203
N 1.7250 0.5841 -0.9402 0.2 0.3 -0.5 0.4774
C 3.4270 -0.8013 0.1458 0.0 -0.3 0.2 1.2809
C 2.5059 -1.6772 0.8606 0.0 -0.2 0.1 0.3759
C 2.9049 -2.6923 1.7592 0.3 0.2 -0.2 -1.2794
C 1.7653 -3.3114 2.1984 -0.2 0.0 0.0 -1.3244
C 0.6671 -2.6626 1.5668 0.3 0.0 0.0 0.1522
N 1.1497 -1.6486 0.7482 0.2 -0.2 0.3 0.3702
C 4.8863 -1.0210 0.3708 -0.1 -0.1 0.0 -1.0241
C 5.5409 -2.0976 -0.2230 0.0 0.0 0.0 0.2294
C 6.8990 -2.2961 -0.0168 0.0 0.0 0.0 -0.8521
C 7.6147 -1.4229 0.7936 0.0 0.0 0.0 -0.3371
C 6.9671 -0.3526 1.3936 0.0 0.0 0.0 -0.9002
C 5.6082 -0.1524 1.1825 0.0 0.0 0.1 0.1351
C -1.7105 2.9886 -2.3260 0.2 0.1 0.0 -1.3752
C -2.8486 2.3328 -1.9444 -0.3 -0.2 0.1 -1.1547
N -1.6638 -1.2287 0.3639 -0.1 -0.3 0.3 0.3516
H -1.7999 -7.2702 4.8044 0.0 0.0 0.0 0.3720
H -1.9020 -4.9907 5.7630 0.0 0.0 0.0 0.3911
H -1.3746 -3.0287 4.3526 0.0 0.0 0.0 0.4953
H -0.6053 -5.6110 1.0350 0.0 0.0 0.0 0.4568
H -1.1381 -7.5803 2.4380 0.0 0.0 0.0 0.3809
H -3.4716 -3.5407 1.9360 0.0 0.0 0.0 0.4822
H -4.9594 -1.7861 0.5917 0.1 0.0 0.0 0.4976
H -5.0791 1.7788 0.6797 0.0 0.0 0.0 0.5180
H -7.4930 2.1070 0.2514 0.0 0.0 0.0 0.3997
H -8.5944 0.9227 -1.6215 0.0 0.0 0.0 0.3804
H -7.2698 -0.5866 -3.0699 0.0 0.0 0.0 0.3895
H -4.8547 -0.9138 -2.6321 0.0 0.0 0.0 0.4717
H 1.3416 2.7628 -4.7563 0.0 0.1 0.0 0.4593
H 1.8549 4.8540 -5.9818 0.0 0.0 0.0 0.3932
H 1.8350 7.0224 -4.7867 0.0 0.0 0.0 0.3765
H 1.2842 7.0931 -2.3757 0.0 0.0 0.0 0.4122
H 0.7718 4.9977 -1.1560 0.0 0.0 -0.1 0.5289
H 3.5233 2.8052 -2.6500 0.0 0.0 0.0 0.4978
H 5.0174 0.9821 -1.3956 -0.1 0.0 0.0 0.4947
H 3.9259 -2.9107 2.0296 -0.1 0.0 0.0 0.5215
H 1.6778 -4.1267 2.9001 0.0 0.0 -0.1 0.5154
H 4.9791 -2.7763 -0.8551 0.0 0.0 0.0 0.4546
H 7.3995 -3.1319 -0.4896 0.0 0.0 0.0 0.3843
H 8.6745 -1.5782 0.9566 0.0 0.0 0.0 0.3850
H 7.5174 0.3288 2.0301 0.0 0.0 0.0 0.3883
H 5.0971 0.6793 1.6547 0.0 0.0 0.0 0.4939
H -1.6294 3.9119 -2.8771 0.0 0.0 0.0 0.5267
H -3.8734 2.6212 -2.1171 0.1 0.0 0.0 0.5355
F 1.0283 2.7780 3.4906 0.3 0.0 0.4 -0.4139
Te -0.3022 2.7671 2.2159 -0.2 0.2 -0.1 2.0959
F -0.8519 4.3524 2.9936 -0.1 0.2 0.1 -0.3814
F 0.7419 3.8438 1.1237 0.3 0.2 -0.3 -0.4620
F -1.6985 3.0265 1.0185 -0.3 0.1 -0.2 -0.4567
F -1.4906 1.9639 3.3814 -0.2 -0.2 0.3 -0.4228
O 0.2522 1.2317 1.4955 0.2 -0.9 -0.3 -0.6272
```
Forces are in eV/Å.

- frontier orbital gap (spin up / spin down) (eV) = 4.81 / 4.90
- 2S+1 = 6
- relative energy (zero: lowest compared OMol25 entry of this formula, charge and spin) (kcal/mol) = 1.98
- LUMO energy (spin up / spin down) (eV) = -1.02 / -3.00
- HOMO (spin up / spin down) (eV) = -5.830 / -7.898

# 2
Entry from the Open Molecules 2025 dataset: 2 unconnected molecules or ions with the total composition CH4NOP in a non-equilibrium geometry (ωB97M-V/def2-TZVPD).

Structure (XYZ):
```
8
Properties=species:S:1:pos:R:3:forces:R:3:mulliken_charge:R:1
C -0.5117 0.4531 -0.2152 -0.7 -4.1 -0.6 0.0775
N -1.5750 1.0154 -0.0801 -1.7 0.9 -0.2 -0.4297
O 1.7248 -0.7941 -0.2009 0.8 0.2 0.3 -0.4484
P 1.2427 0.7178 0.2246 0.1 -1.0 0.9 0.1681
H -0.4794 -1.1705 -0.7176 -0.3 2.9 0.7 -0.0217
H -2.5210 0.6372 -0.3394 1.7 0.2 0.3 0.3110
H 1.1290 -1.5565 -0.4295 -0.1 1.3 0.6 0.2877
H 0.9907 0.6975 1.7582 0.1 -0.4 -1.9 0.0556
```
Forces are in eV/Å.

- frontier orbital gap (eV) = 9.52
- 2S+1 = 1
- relative energy (zero: lowest compared OMol25 entry of this formula, charge and spin) (kcal/mol) = 82.09
- LUMO energy (eV) = 0.40
- HOMO (eV) = -9.113

Q: Number 2 is which compound?
A: CH4NOP